1.
Entry from the Open Molecules 2025 dataset: 2 unconnected molecules or ions with the total composition C3H3Br3 at a distorted geometry (ωB97M-V/def2-TZVPD).

Last column: natural (NBO) charge in e.
Positions of all 9 atoms, in Å:
C (-0.708, 0.520, -0.081)  -0.113
C (-1.409, -0.493, 0.291)  -0.356
C (1.423, 0.151, -0.302)  -0.458
Br (-3.258, -0.313, 0.647)  0.067
Br (1.801, -1.091, 1.158)  0.046
Br (2.389, 1.746, -0.355)  0.105
H (-1.013, 1.436, -0.543)  0.220
H (-1.045, -1.595, 0.426)  0.262
H (1.820, -0.361, -1.240)  0.227

Force components x, y, z for each atom (eV/Å):
4.3 -0.4 -1.6
0.1 -3.2 0.6
-2.5 -1.3 -0.6
-0.1 0.0 -0.1
0.0 0.6 -0.4
0.1 0.9 0.5
0.1 0.5 0.4
-0.5 2.4 0.0
-1.5 0.4 1.2

Gap between HOMO and LUMO = 0.348 Ha
LUMO level = -0.25 eV
Energy relative to the best compared isomer or geometry (same formula, charge and spin) = 67.6 kcal per mole
E = -7838.022410 a.u.
Charge = 0

---

2.
Entry from the Open Molecules 2025 dataset: a molecular structure, C20H17N5S6SbSe4Tc (ωB97M-V/def2-TZVPD).

Last column: natural (NBO) charge in e.
Positions of all 54 atoms, in Å:
Tc (0.322, 1.450, -0.510)  0.045
S (1.381, 6.794, 4.412)  0.156
C (1.111, 5.653, 3.314)  -0.593
S (2.078, 5.447, 1.859)  0.508
C (1.212, 4.084, 1.223)  -0.415
C (0.183, 3.624, 1.959)  -0.418
S (-0.800, 2.250, 1.487)  0.279
S (-0.149, 4.436, 3.460)  0.495
S (1.768, 3.396, -0.315)  0.284
N (-0.949, -0.984, 1.326)  -0.572
C (-1.698, -0.762, 0.183)  0.400
C (-2.927, -1.433, 0.103)  -0.228
C (-3.698, -1.293, -1.022)  -0.128
C (-3.228, -0.497, -2.067)  -0.259
C (-2.035, 0.153, -1.899)  0.060
N (-1.275, 0.055, -0.783)  -0.487
C (0.354, -0.717, 1.679)  0.432
C (0.865, -1.417, 2.783)  -0.261
C (2.147, -1.179, 3.197)  -0.100
C (2.930, -0.254, 2.499)  -0.248
C (2.367, 0.399, 1.443)  0.064
N (1.085, 0.196, 1.035)  -0.480
H (-1.383, -1.652, 1.944)  0.422
H (-3.250, -2.057, 0.926)  0.231
H (-4.650, -1.800, -1.097)  0.250
H (-3.797, -0.359, -2.975)  0.252
H (-1.641, 0.809, -2.661)  0.223
H (0.240, -2.140, 3.291)  0.238
H (2.549, -1.709, 4.050)  0.251
H (3.952, -0.047, 2.782)  0.255
H (2.926, 1.121, 0.866)  0.224
Se (-3.478, 3.309, -2.444)  -0.525
Sb (-2.992, 5.481, -1.769)  0.917
Se (-2.901, 3.098, 1.316)  0.171
Se (-0.092, 3.591, -1.565)  0.121
Se (-2.569, 5.303, 0.796)  -0.232
N (0.758, -0.085, -4.317)  -0.739
C (0.988, -0.578, -3.106)  0.398
S (1.846, 0.454, -1.981)  0.021
N (0.603, -1.812, -2.829)  -0.564
C (0.778, -2.552, -1.610)  0.181
C (2.002, -2.604, -0.957)  -0.232
C (2.118, -3.381, 0.186)  -0.195
C (1.036, -4.117, 0.654)  -0.201
C (-0.172, -4.080, -0.028)  -0.195
C (-0.304, -3.294, -1.163)  -0.258
H (1.087, 0.843, -4.532)  0.440
H (0.397, -0.645, -5.076)  0.418
H (0.081, -2.304, -3.545)  0.417
H (2.858, -2.073, -1.344)  0.241
H (3.072, -3.437, 0.693)  0.237
H (1.147, -4.745, 1.527)  0.237
H (-1.009, -4.678, 0.309)  0.235
H (-1.243, -3.263, -1.705)  0.227

Force components x, y, z for each atom (eV/Å):
0.1 0.1 -0.7
0.0 0.0 0.0
0.1 -0.1 0.0
0.0 0.0 0.0
0.0 0.0 0.0
0.0 0.0 0.0
-0.1 0.1 0.1
0.0 0.0 0.0
0.1 0.2 0.0
-0.1 0.0 0.1
0.0 0.0 -0.1
0.0 0.0 0.0
0.0 0.0 0.0
0.0 0.0 0.0
0.0 0.0 0.0
0.0 0.0 0.0
0.1 0.0 0.0
0.0 0.0 0.0
0.0 0.0 0.0
0.0 0.0 0.0
0.0 0.0 -0.1
-0.1 0.1 0.1
0.0 0.0 0.0
0.0 0.0 0.0
0.0 0.0 0.0
0.0 0.0 0.0
0.0 0.0 0.0
0.0 0.0 0.0
0.0 0.0 0.0
0.0 0.0 0.0
0.0 0.0 0.0
0.1 0.0 0.0
0.0 0.0 0.0
0.0 0.1 0.0
0.0 -0.4 0.4
0.0 -0.1 0.0
0.0 0.0 0.0
0.0 0.0 0.0
-0.2 0.2 0.1
0.0 0.0 0.0
0.0 0.0 0.0
0.0 0.0 0.0
0.0 0.0 0.0
0.0 0.0 0.0
0.0 0.0 0.0
0.0 0.0 0.0
0.0 0.0 0.0
0.0 0.0 0.0
0.0 0.0 0.0
0.0 0.0 0.0
0.0 0.0 0.0
0.0 0.0 0.0
0.0 0.0 0.0
0.0 0.0 0.0

Gap between HOMO and LUMO (spin up / spin down) = 0.207 / 0.207 Ha
LUMO level (spin up / spin down) = -7.27 / -7.27 eV
Energy relative to the best compared isomer or geometry (same formula, charge and spin) = 6.7 kcal per mole
E = -13361.646335 a.u.
Charge = +2

---

3.
Entry from the Open Molecules 2025 dataset: 2 unconnected molecules or ions with the total composition C2H8N2S at a distorted geometry (ωB97M-V/def2-TZVPD).

Last column: Löwdin spin population.
Positions of all 13 atoms, in Å:
C (0.554, -0.463, -3.747)  0.106
S (-1.123, 0.389, -3.473)  0.138
H (0.724, -1.241, -2.999)  0.036
H (1.312, 0.307, -3.694)  0.011
H (0.451, -0.984, -4.700)  0.007
N (0.292, 0.464, 1.945)  0.086
C (-0.381, 0.180, 3.194)  0.278
N (-0.957, 1.042, 3.908)  0.018
H (1.275, 0.213, 2.104)  0.082
H (-0.073, -0.302, 1.359)  0.116
H (-0.020, -0.782, 3.574)  0.060
H (-1.323, 0.584, 4.739)  0.023
H (-0.731, 0.592, -2.210)  0.038

Force components x, y, z for each atom (eV/Å):
-1.5 0.0 -0.1
1.4 -0.8 -0.1
-0.1 0.3 0.2
0.2 -0.1 -0.3
0.4 0.4 -0.1
-1.2 0.1 0.5
2.4 0.2 0.3
-0.7 0.0 -0.7
0.0 -0.1 -0.2
0.4 0.2 -0.5
-1.0 -0.3 0.2
0.2 -0.1 0.3
-0.4 0.3 0.5

Gap between HOMO and LUMO (spin up / spin down) = 0.091 / 0.344 Ha
LUMO level (spin up / spin down) = 3.44 / 3.40 eV
Energy relative to the best compared isomer or geometry (same formula, charge and spin) = 30.5 kcal per mole
E = -588.609241 a.u.
Charge = -1
2S+1 = 2

---

> Look up the charge of the third one.

-1

---

> charge of number 1 (C3H3Br3)?

0

---

> The lowest energy relative to the best compared isomer or geometry (same formula, charge and spin) belongs to which entry?

C20H17N5S6SbSe4Tc

---

> Which of these has the lowest E?

C20H17N5S6SbSe4Tc